w.
The following is a DFT calculation (ωB97M-V/def2-TZVPD) of one molecule with the formula CH5N3OS.

Each atom is followed by the atoms it is bonded to, with distances in Å.
Atoms and positions in Å:
1 C -0.438 0.615 0.059  N8 1.342, N9 1.393, O10 1.199
2 H -1.572 -1.505 -0.653  N7 0.995
3 H -2.576 -1.413 0.675  N7 1.024
4 H -2.401 1.012 -0.204  N8 1.014
5 H 0.134 -1.073 0.975  N9 1.029
6 H 2.363 0.660 0.680  S11 1.372
7 N -2.279 -0.971 -0.199  H2 0.995, H3 1.024, N8 1.441
8 N -1.745 0.322 0.145  C1 1.342, H4 1.014, N7 1.441
9 N 0.334 -0.543 0.116  C1 1.393, H5 1.029, S11 1.712
10 O 0.006 1.718 -0.096  C1 1.199
11 S 2.029 -0.423 -0.093  H6 1.372, N9 1.712

Calculated values
- Frontier orbital gap: 10.00 eV
- Structure (SMILES): NNC(=O)NS


x.
The following is a DFT calculation (ωB97M-V/def2-TZVPD) of one molecule with the formula CH5N3OS.

Each atom is followed by the atoms it is bonded to, with distances in Å.
Atoms and positions in Å:
1 C -0.052 0.559 -0.079  N7 1.475, N8 1.293, N9 1.396
2 H -2.276 -1.427 -0.580  O10 1.014
3 H -0.087 -1.251 0.563  N7 0.988
4 H -1.989 1.381 -0.770  N8 1.190
5 H 1.360 1.723 0.390  N9 0.981
6 H 2.536 -1.413 0.797  S11 1.607
7 N -0.507 -0.835 -0.229  C1 1.475, H3 0.988, O10 1.416
8 N -0.941 1.489 -0.215  C1 1.293, H4 1.190
9 N 1.268 0.747 0.334  C1 1.396, H5 0.981, S11 1.742
10 O -1.888 -0.750 0.069  H2 1.014, N7 1.416
11 S 2.577 -0.223 -0.281  H6 1.607, N9 1.742

Calculated values
- Frontier orbital gap: 9.14 eV
- Structure (SMILES): [H]/N=C(\NO)NS


y.
The following is a DFT calculation (ωB97M-V/def2-TZVPD) of one molecule with the formula CH5N3OS.

Each atom is followed by the atoms it is bonded to, with distances in Å.
Atoms and positions in Å:
1 C -0.594 0.454 0.205  N2 1.320, N3 1.427, H7 1.099, H8 1.089
2 N -0.711 -0.339 -0.844  C1 1.320, H9 0.994
3 N 0.691 1.069 0.279  C1 1.427, S6 1.785, H10 1.054
4 N 1.396 -1.284 0.414  S6 1.575, H11 1.039
5 O 3.135 0.285 -0.807  S6 1.458
6 S 2.176 0.078 0.272  N3 1.785, N4 1.575, O5 1.458
7 H -1.270 1.299 0.013  C1 1.099
8 H -0.964 0.081 1.158  C1 1.089
9 H -1.374 -1.067 -0.982  N2 0.994
10 H 0.775 1.825 1.008  N3 1.054
11 H 1.523 -2.007 -0.320  N4 1.039

Calculated values
- Frontier orbital gap (spin up / spin down): 8.19 / 8.31 eV


Verdict on stability: w comes out on top.